## a
44
Properties=species:S:1:pos:R:3:lowdin_charge:R:1 method="wB97M-V/def2-TZVPD" gap_ev=8.4 e_lumo_ev=-0.04 charge=0 multiplicity=1
C 3.98 -0.28 2.82 -0.132
C 3.37 -0.68 1.39 -0.262
C 2.72 0.40 0.56 -0.782
C 1.61 1.08 1.40 -0.310
O 1.72 2.37 1.88 -0.062
N 0.55 0.27 1.62 0.014
C 0.34 -0.97 1.04 -0.213
C -0.46 -1.88 1.18 -0.114
C -0.71 -3.04 0.46 -0.106
C -0.20 -3.21 -0.69 -0.211
C 0.83 -2.54 -1.20 -0.058
C 1.19 -1.27 -0.46 -0.195
S 2.28 0.15 -0.94 1.020
H 1.26 -2.58 -2.10 0.059
H -0.31 -4.06 -1.36 0.127
H -1.53 -3.83 1.02 0.193
H -1.14 -1.66 2.30 0.219
C -0.63 0.77 2.32 0.007
H -0.87 0.18 2.98 0.035
H -0.40 1.70 2.56 0.094
C -1.78 0.80 1.28 -0.343
O -2.92 0.22 1.83 -0.128
N -1.64 1.08 0.05 0.149
H -0.72 1.34 -0.06 0.102
C -2.45 1.14 -1.25 -0.400
C -2.60 2.45 -1.90 -0.141
H -1.99 3.36 -1.22 0.213
H -3.54 2.73 -2.14 0.074
C -1.86 2.01 -3.04 -0.323
H -2.68 2.01 -3.91 0.163
H -1.08 2.72 -3.57 0.152
C -1.18 0.75 -3.00 -0.148
H -1.20 0.07 -3.89 0.134
H -0.27 0.85 -2.41 0.078
C -2.24 0.07 -1.92 -0.189
H -1.90 -1.03 -1.57 0.176
H -3.10 -0.18 -2.65 0.152
H -3.70 0.86 -0.34 0.256
H 3.57 1.18 0.54 0.148
H 4.35 -1.32 0.88 0.180
H 2.61 -1.52 1.75 0.128
H 3.29 -0.04 3.61 0.037
H 4.59 -1.09 3.41 0.083
H 4.84 0.60 2.74 0.124



## b
44
Properties=species:S:1:pos:R:3:lowdin_charge:R:1 method="wB97M-V/def2-TZVPD" gap_ev=10.0 e_lumo_ev=0.53 charge=0 multiplicity=1 smiles="CCCCc1ccc(S(=O)(=O)NCCc2ccncc2)cc1"
C -1.83 -1.62 -0.80 -0.100
C -3.35 -1.50 -0.65 -0.249
C -3.78 -0.69 0.57 -0.205
C -3.69 0.84 0.38 -0.152
C -2.29 1.37 0.38 -0.233
C -1.51 1.30 1.53 -0.022
C -0.21 1.78 1.54 -0.069
C 0.31 2.34 0.39 -0.287
S 2.01 2.91 0.40 0.642
O 2.30 3.40 1.71 -0.282
O 2.22 3.75 -0.74 -0.284
N 2.95 1.56 0.19 -0.121
C 3.05 0.96 -1.11 -0.217
C 1.99 -0.13 -1.39 -0.124
C 2.14 -1.27 -0.43 -0.230
C 3.04 -2.29 -0.67 -0.019
C 3.18 -3.30 0.28 -0.145
N 2.49 -3.34 1.41 0.055
C 1.63 -2.36 1.64 -0.141
C 1.42 -1.31 0.76 -0.034
C -0.44 2.43 -0.76 -0.060
C -1.74 1.95 -0.76 -0.027
H -1.40 -2.06 0.09 0.070
H -1.59 -2.25 -1.65 0.076
H -1.38 -0.64 -0.96 0.047
H -3.76 -2.50 -0.56 0.104
H -3.77 -1.05 -1.56 0.107
H -4.83 -0.92 0.78 0.108
H -3.19 -0.99 1.43 0.106
H -4.23 1.31 1.20 0.121
H -4.19 1.11 -0.55 0.114
H -1.93 0.87 2.43 0.122
H 0.40 1.75 2.43 0.119
H 2.94 0.93 0.97 0.106
H 2.94 1.78 -1.82 0.113
H 4.05 0.52 -1.22 0.125
H 2.13 -0.48 -2.41 0.123
H 0.99 0.31 -1.30 0.092
H 3.63 -2.31 -1.57 0.113
H 3.87 -4.12 0.13 0.104
H 1.09 -2.43 2.57 0.106
H 0.70 -0.54 0.99 0.088
H -0.01 2.90 -1.63 0.118
H -2.34 2.02 -1.66 0.120



Result of the stability comparison: b is the most stable of them.



## a
21
Properties=species:S:1:pos:R:3:lowdin_charge:R:1 method="wB97M-V/def2-TZVPD" gap_ev=9.6 e_lumo_ev=0.93 charge=0 multiplicity=1 smiles="N/C=C/N.NCCO"
N 1.86 0.86 1.04 0.006
C 2.03 0.70 -0.37 -0.234
C 1.64 1.63 -1.22 -0.224
N 1.82 1.47 -2.63 -0.001
H 2.70 0.59 1.53 0.064
H 1.13 0.24 1.39 0.042
H 2.46 -0.23 -0.73 0.107
H 1.19 2.55 -0.86 0.103
H 2.72 1.83 -2.93 0.068
H 1.11 1.98 -3.14 0.060
N -2.89 -0.38 -0.21 -0.007
C -1.59 -0.99 0.07 -0.278
C -1.53 -1.38 1.53 -0.277
O -0.25 -1.97 1.76 -0.082
H -3.04 -0.31 -1.21 0.062
H -2.92 0.57 0.14 0.064
H -0.74 -0.33 -0.15 0.093
H -1.48 -1.88 -0.54 0.119
H -2.34 -2.08 1.74 0.115
H -1.65 -0.49 2.16 0.115
H -0.25 -2.36 2.64 0.083



## b
21
Properties=species:S:1:pos:R:3:lowdin_charge:R:1 method="wB97M-V/def2-TZVPD" gap_ev=7.9 e_lumo_ev=0.59 charge=0 multiplicity=1 smiles="C[NH2+]C[O-].C/N=C/N"
C -1.95 0.75 -1.39 -0.075
N -1.10 1.03 -0.23 -0.036
C -0.11 2.33 -0.57 -0.469
O -0.82 3.37 -0.74 -0.203
H -2.36 1.69 -1.75 0.085
H -2.75 0.06 -1.12 0.081
H -1.33 0.31 -2.17 0.085
H -0.54 0.20 0.04 0.076
H -1.63 1.42 0.55 0.137
H 0.43 1.91 -1.46 0.095
H 0.58 2.28 0.30 0.093
C 1.44 -1.60 -0.77 -0.130
N 0.73 -1.16 0.42 -0.060
C 1.11 -1.64 1.53 -0.299
N 0.54 -1.33 2.72 0.097
H 1.96 -0.76 -1.22 0.074
H 0.72 -1.97 -1.51 0.071
H 2.16 -2.40 -0.56 0.068
H 1.89 -2.41 1.58 0.128
H -0.01 -0.49 2.80 0.097
H 1.05 -1.59 3.54 0.082



Result of the stability comparison: a is the most stable of them.



## a
21
Properties=species:S:1:pos:R:3:lowdin_charge:R:1 method="wB97M-V/def2-TZVPD" gap_ev=9.3 e_lumo_ev=0.58 charge=0 multiplicity=1
N -1.63 -1.62 -0.80 0.085
C -1.52 -0.80 -1.91 -0.320
N -0.78 0.21 -2.05 0.005
C 0.16 0.66 -1.03 -0.247
C 1.28 -0.34 -0.69 -0.191
C 1.76 -0.20 0.76 -0.291
N 1.85 1.15 1.31 -0.007
H -2.04 -2.52 -0.95 0.078
H -1.44 -1.31 0.14 0.080
H -2.19 -1.03 -2.74 0.107
H 0.58 1.60 -1.39 0.102
H -0.46 0.84 -0.15 0.094
H 2.10 -0.18 -1.40 0.104
H 0.84 -1.33 -0.83 0.088
H 2.73 -0.67 0.87 0.102
H 1.06 -0.73 1.42 0.092
H 1.01 1.69 1.18 0.043
H 2.67 1.66 1.03 0.061
O -1.00 0.71 2.90 -0.060
H -0.77 1.31 3.62 0.039
H -1.92 0.47 3.02 0.035



## b
21
Properties=species:S:1:pos:R:3:lowdin_charge:R:1 method="wB97M-V/def2-TZVPD" gap_ev=9.8 e_lumo_ev=0.94 charge=0 multiplicity=1 smiles="CC(N)=O.CNCN"
C 1.61 -1.60 -2.63 -0.014
C 1.68 -1.46 -1.13 -0.605
N 2.66 -0.63 -0.67 0.147
O 0.95 -2.07 -0.37 0.030
H 2.59 -1.84 -3.03 0.079
H 1.27 -0.66 -3.08 0.082
H 0.90 -2.38 -2.88 0.080
H 3.06 0.06 -1.29 0.095
H 2.62 -0.39 0.31 0.101
C -1.95 1.32 2.52 -0.151
N -2.27 0.59 1.30 -0.133
C -1.09 0.24 0.51 -0.349
N -0.52 1.36 -0.22 0.009
H -2.85 1.44 3.12 0.073
H -1.18 0.82 3.13 0.074
H -1.58 2.31 2.27 0.065
H -2.76 -0.26 1.54 0.094
H -1.41 -0.51 -0.22 0.107
H -0.30 -0.19 1.13 0.099
H -1.27 1.83 -0.73 0.068
H -0.15 2.04 0.43 0.049



## c
21
Properties=species:S:1:pos:R:3:lowdin_charge:R:1 method="wB97M-V/def2-TZVPD" gap_ev=8.3 e_lumo_ev=0.67 charge=0 multiplicity=1 smiles="C[NH2+]C[O-].N/C=C/N"
C 0.54 2.19 -1.14 -0.087
N 0.51 0.75 -0.92 -0.027
C -0.88 0.03 -1.73 -0.384
O -0.71 -1.21 -1.87 -0.175
H 0.73 2.40 -2.19 0.083
H 1.25 2.73 -0.53 0.078
H -0.47 2.54 -0.91 0.090
H 0.39 0.54 0.09 0.062
H 1.23 0.17 -1.33 0.138
H -0.83 0.67 -2.64 0.098
H -1.67 0.38 -1.03 0.097
N -1.27 -2.35 0.57 0.031
C -0.82 -1.20 1.24 -0.221
C 0.28 -1.02 2.01 -0.210
N 1.14 0.12 1.80 -0.030
H -1.05 -2.14 -0.43 0.041
H -0.73 -3.15 0.87 0.075
H -1.38 -0.31 0.98 0.099
H 0.58 -1.74 2.77 0.091
H 2.11 -0.15 1.81 0.076
H 1.04 0.77 2.58 0.075



## d
21
Properties=species:S:1:pos:R:3:lowdin_charge:R:1 method="wB97M-V/def2-TZVPD" gap_ev=7.7 e_lumo_ev=0.13 charge=0 multiplicity=1
C -0.73 2.12 0.20 -0.291
C -1.64 0.07 -0.93 -0.149
N 0.28 1.71 0.93 0.129
O -1.89 2.54 0.67 0.091
H -2.07 2.21 1.56 0.134
H -0.53 2.45 -0.81 0.148
H 0.88 0.92 0.36 0.082
H 0.08 1.44 1.89 0.114
H -2.18 -0.12 0.00 -0.002
H -1.66 -0.86 -1.51 0.011
H -2.21 0.81 -1.51 0.000
C 0.79 -1.87 0.99 -0.052
C 1.50 -1.42 -0.26 -0.592
N 1.11 -0.16 -0.70 -0.054
N 2.35 -2.21 -0.79 0.082
H -0.24 0.00 -0.82 0.046
H 1.57 0.11 -1.56 0.080
H 2.76 -1.81 -1.64 0.026
H 1.07 -2.89 1.23 0.069
H 1.06 -1.22 1.83 0.065
H -0.29 -1.80 0.86 0.063



Result of the stability comparison: b is the most stable of them.